1.
Formula: C3H5NO2
Source: OMol25
Level of theory: wB97M-V/def2-TZVPD

Computed properties:
Largest force on an atom in eV/A: 1.4
2S+1: 1
E_LUMO in eV: 0.376
Orbital gap in eV: 9.326
E_tot in eV: -8774.224

Cartesian coordinates (Å):
C1 -0.96923 1.51545 -0.11353
N1 0.11720 0.59790 0.12025
C2 -0.09119 -0.69648 0.39634
O1 -1.10974 -1.30406 0.52463
C3 1.22407 -2.32226 -0.36096
O2 1.20865 -1.29608 0.48005
H1 -1.88489 1.08867 0.30027
H2 -0.73975 2.45572 0.38839
H3 -1.10794 1.68332 -1.18418
H4 1.05378 0.86722 -0.13387
H5 2.29904 -2.58939 -0.41739

Here are the Löwdin charges for atoms 1 to 2, given in e: number 1, C, carries -0.05; number 2, N, carries 0.03



2.
Formula: CH7N3O
Source: OMol25
Level of theory: wB97M-V/def2-TZVPD

Computed properties:
<S²>: 2.01
Largest force on an atom in eV/A: 5.0
2S+1: 3
E_LUMO (spin up / spin down) in eV: 0.966 / -0.483
Orbital gap (spin up / spin down) in eV: 7.869 / 8.395
E_tot in eV: -7662.904

Cartesian coordinates (Å):
C1 -0.36714 -0.95891 -0.70067
N1 0.21630 0.97637 1.55620
N2 0.42144 -0.01607 -1.43299
N3 0.80814 1.41725 0.51427
O1 -1.47453 -0.42716 -0.09115
H1 -0.78085 -1.76017 -1.40208
H2 0.08107 -1.66811 0.00795
H3 -0.70950 0.45716 1.28946
H4 0.74396 0.34188 2.17234
H5 1.06600 -0.40535 -2.01683
H6 1.79026 1.63064 0.68131
H7 -1.79515 0.41246 -0.57781

Here are the Löwdin charges for atoms 1 to 2, given in e: number 1, C, carries -0.44; number 2, N, carries -0.11



3.
Formula: C19H37CsN5O2PS
Source: OMol25
Level of theory: wB97M-V/def2-TZVPD

Computed properties:
Largest force on an atom in eV/A: 2.3
2S+1: 1
Total charge: +2
E_LUMO in eV: -4.676
Orbital gap in eV: 6.810
E_tot in eV: -52506.568

Cartesian coordinates (Å):
Cs1 1.75407 -0.04556 -0.87863
C1 2.89296 -0.99044 3.20400
C2 1.68733 -0.09781 3.53878
C3 0.49101 -0.98138 3.91417
C4 2.04922 0.79230 4.73494
C5 1.34866 0.74233 2.36867
C6 1.09132 1.47060 1.40302
H1 3.18458 -1.58418 4.07529
H2 3.74189 -0.36802 2.91065
H3 2.64932 -1.67362 2.38400
H4 0.74178 -1.63546 4.75400
H5 0.18818 -1.60134 3.06758
H6 -0.35950 -0.36296 4.20328
H7 2.30222 0.17918 5.60402
H8 1.21185 1.43825 4.99909
H9 2.90041 1.43156 4.49864
S1 -1.04585 -2.56798 -2.25895
C7 -2.48313 -1.87893 -2.87949
N1 -2.71902 -1.92491 -4.21126
C8 -3.80572 -1.42461 -4.84749
C9 -4.78395 -0.81124 -4.13145
C10 -4.60876 -0.73483 -2.73764
C11 -3.49556 -1.24084 -2.12595
H10 -2.00339 -2.38823 -4.75879
H11 -3.82517 -1.55313 -5.91956
H12 -5.65557 -0.41645 -4.62986
H13 -5.37972 -0.27310 -2.13292
H14 -3.36603 -1.18858 -1.05517
C12 -2.34879 5.29966 -1.08132
C13 -1.75727 4.06423 -1.81059
N2 -0.91316 3.28674 -0.91130
C14 -1.69335 2.80702 0.22870
C15 -2.29746 3.98811 1.01956
N3 -1.84139 5.25720 0.33985
C16 -0.33177 5.34020 0.35263
C17 0.19580 4.11816 -0.42680
H15 -3.43516 5.29856 -1.01872
H16 -2.01949 6.25177 -1.49259
H17 -1.16673 4.39109 -2.66454
H18 -2.56705 3.43518 -2.17893
H19 -1.01809 2.22647 0.86048
H20 -2.49021 2.15828 -0.13626
H21 -1.93502 4.04582 2.04436
H22 -3.38556 4.02292 1.01769
H23 -2.21736 6.05328 0.84865
H24 -0.03581 5.34033 1.40004
H25 -0.08307 6.30221 -0.09143
H26 0.82013 3.49484 0.21250
H27 0.77905 4.44762 -1.28643
N4 0.31094 -4.94365 -0.58106
C18 1.45730 -4.74982 -1.54694
P1 2.57585 -3.47670 -0.84172
O1 2.14598 -3.42111 0.60848
O2 2.65184 -2.24785 -1.67231
C19 4.25242 -4.23416 -0.67196
N5 4.76377 -3.72631 0.66474
H28 -0.52228 -4.41195 -0.89341
H29 0.60196 -4.58806 0.34458
H30 0.04439 -5.92386 -0.50796
H31 1.03585 -4.44693 -2.50251
H32 1.96073 -5.70966 -1.64434
H33 4.95908 -3.94368 -1.44371
H34 4.21938 -5.31773 -0.57939
H35 3.92604 -3.58357 1.26654
H36 5.24892 -2.83356 0.57365
H37 5.40614 -4.38172 1.10875

Here are the Löwdin charges for atoms 1 to 2, given in e: number 1, Cs, carries 1.11; number 2, C, carries -0.07



4.
Formula: C5H13N2
Source: OMol25
Level of theory: wB97M-V/def2-TZVPD

Computed properties:
Structure (SMILES): C[C@H](N)C1([NH3+])CC1
Largest force on an atom in eV/A: 3.4
2S+1: 1
Total charge: +1
E_LUMO in eV: -3.051
Orbital gap in eV: 11.485
E_tot in eV: -8367.150

Cartesian coordinates (Å):
C1 -1.53389 1.24519 0.17730
C2 -1.61621 0.25507 1.28412
C3 -0.58948 0.06594 0.25230
C4 1.53059 0.88194 -0.80797
C5 0.88997 0.10378 0.34586
N1 -0.86563 -1.23843 -0.82349
N2 1.27670 -1.25740 0.38267
H1 -2.44689 1.11933 -0.34097
H2 -1.35455 2.23495 0.45573
H3 -1.44132 0.73090 2.23622
H4 -2.57371 -0.20343 1.23666
H5 1.64925 0.41965 -1.80822
H6 2.56492 0.81553 -0.36581
H7 1.37292 1.94340 -0.83409
H8 1.23912 0.62737 1.14916
H9 -0.59247 -0.74362 -1.65585
H10 -1.67219 -1.84220 -0.94313
H11 2.21214 -1.28785 0.04421
H12 -0.01764 -1.91970 -0.59630
H13 1.18517 -1.71590 1.29703

Here are the Löwdin charges for atoms 1 to 2, given in e: number 1, C, carries -0.04; number 2, C, carries -0.07



5.
Formula: C4H3NO2
Source: OMol25
Level of theory: wB97M-V/def2-TZVPD

Computed properties:
Structure (SMILES): O=c1cncco1
Largest force on an atom in eV/A: 3.7
2S+1: 1
E_LUMO in eV: -0.337
Orbital gap in eV: 9.301
E_tot in eV: -9780.096

Cartesian coordinates (Å):
C1 1.40189 -0.08159 -0.02406
C2 0.65521 1.18355 0.04391
C3 -1.35263 0.06781 -0.06740
C4 -0.82578 -1.15205 -0.07672
H1 1.36325 2.06084 0.08759
H2 -2.44069 0.23803 0.02772
H3 -1.27344 -2.06673 -0.10978
N1 -0.59885 1.21605 0.02662
O1 2.58818 -0.25053 -0.07539
O2 0.48285 -1.21537 0.16751

Here are the Löwdin charges for atoms 1 to 2, given in e: number 1, C, carries -0.35; number 2, C, carries -0.07



6.
Formula: C3H16NO5
Source: OMol25
Level of theory: wB97M-V/def2-TZVPD

Computed properties:
<S²>: 0.75
Largest force on an atom in eV/A: 1.7
2S+1: 2
E_LUMO (spin up / spin down) in eV: 0.298 / 0.249
Orbital gap (spin up / spin down) in eV: 5.202 / 8.343
E_tot in eV: -15095.929

Cartesian coordinates (Å):
O1 0.14046 -2.01418 0.16056
C1 0.50215 -1.16579 -0.77185
C2 1.36292 0.01688 -0.45052
C3 1.99044 0.57245 -1.72785
N1 0.54034 1.16218 0.21163
H1 0.17604 -1.13138 -1.81910
H2 2.17580 -0.13631 0.23821
H3 1.26613 1.05382 -2.38630
H4 2.39411 -0.21164 -2.37345
H5 2.79867 1.29615 -1.59314
H6 0.11682 0.70536 0.99836
H7 -0.22382 1.45022 -0.41868
H8 1.15859 1.93384 0.40306
H9 0.55273 -1.39436 1.63277
H10 0.13932 -1.24682 3.14004
O2 0.52313 -0.77085 2.39941
H11 -0.88134 3.08375 -2.00743
H12 -1.08909 1.81389 -2.95578
O3 -1.32491 2.21434 -2.10165
H13 -2.69143 -1.85774 2.42587
H14 -1.72276 -2.85838 1.77502
O4 -1.76337 -2.12443 2.39161
H15 -1.58256 -0.46523 1.44643
H16 -2.67920 -0.16761 0.53164
O5 -1.87916 0.24184 0.85115

Here are the Löwdin charges for atoms 1 to 2, given in e: number 1, O, carries -0.20; number 2, C, carries -0.32



7.
Formula: C3H2N2O3
Source: OMol25
Level of theory: wB97M-V/def2-TZVPD

Computed properties:
Structure (SMILES): O=c1oncnc1O
Largest force on an atom in eV/A: 5.1
2S+1: 1
E_LUMO in eV: -1.140
Orbital gap in eV: 9.187
E_tot in eV: -12262.664

Cartesian coordinates (Å):
C1 -0.75576 -0.24700 -0.10699
C2 1.56512 -0.44073 0.06080
C3 -0.69164 1.23985 -0.04013
H1 -1.67839 -1.85488 0.13604
H2 2.24136 -1.20994 -0.03430
N1 0.30247 -1.04773 0.26698
N2 1.89994 0.81904 -0.14108
O1 -1.96716 -0.85594 -0.21889
O2 0.71037 1.61328 -0.10533
O3 -1.62630 1.98405 0.18289

Here are the Löwdin charges for atoms 1 to 2, given in e: number 1, C, carries -0.24; number 2, C, carries -0.18



8.
Formula: C5H11N4
Source: OMol25
Level of theory: wB97M-V/def2-TZVPD

Computed properties:
Largest force on an atom in eV/A: 6.4
2S+1: 1
Total charge: +1
E_LUMO in eV: -3.622
Orbital gap in eV: 8.934
E_tot in eV: -11314.224

Cartesian coordinates (Å):
C1 -2.29004 -1.81267 0.15778
C2 -0.97202 -1.62127 0.48570
C3 -1.53860 -0.44603 -1.26979
C4 1.09971 0.53287 1.02642
C5 0.87065 -0.26913 -0.30504
N1 -2.60619 -1.13815 -0.97782
N2 -0.47533 -0.71873 -0.43591
N3 1.41551 0.76719 -1.31608
N4 0.35571 1.75213 1.00158
H1 -2.97051 -2.32533 0.66031
H2 -0.22960 -2.02171 1.20376
H3 -1.54211 0.13950 -2.12678
H4 0.93306 0.00180 1.92608
H5 2.15224 0.79588 0.97543
H6 1.78434 -1.45972 -0.25467
H7 1.22203 0.85720 -2.23638
H8 2.36328 0.70133 -1.03877
H9 0.67443 2.70355 1.32288
H10 -0.66539 1.66768 1.27456
H11 0.41883 1.89361 -0.07325

Here are the Löwdin charges for atoms 1 to 2, given in e: number 1, C, carries -0.11; number 2, C, carries -0.06



9.
Formula: C3H10NO3
Source: OMol25
Level of theory: wB97M-V/def2-TZVPD

Computed properties:
Largest force on an atom in eV/A: 1.0
2S+1: 1
Total charge: +1
E_LUMO in eV: -3.611
Orbital gap in eV: 11.189
E_tot in eV: -10898.756

Cartesian coordinates (Å):
C1 1.42662 -1.34563 1.74325
O1 2.13326 -0.62343 2.72149
C2 0.18887 -0.52235 1.43979
N1 -0.41653 -1.00210 0.13534
H1 1.13524 -2.33596 2.10660
H2 2.03925 -1.46815 0.84258
H3 2.76456 -1.23447 3.12589
H4 -0.57581 -0.63354 2.20350
H5 0.41628 0.53313 1.30601
H6 -0.71726 -1.96715 0.25868
H7 0.29092 -0.94019 -0.59927
H8 -1.19241 -0.40425 -0.20088
O2 -0.39398 1.52164 -2.93782
C3 -1.11700 1.73642 -2.02417
O3 -1.93102 0.78972 -1.46337
H9 -1.19792 2.72315 -1.55513
H10 -2.19286 0.22062 -2.20917

Here are the Löwdin charges for atoms 1 to 2, given in e: number 1, C, carries -0.26; number 2, O, carries -0.03



10.
Formula: C49H77ClN3O
Source: OMol25
Level of theory: wB97M-V/def2-TZVPD

Computed properties:
Largest force on an atom in eV/A: 0.7
2S+1: 1
Total charge: +1
E_LUMO in eV: -2.560
Orbital gap in eV: 7.897
E_tot in eV: -71095.384

Cartesian coordinates (Å):
C1 -4.02906 -6.91153 2.34362
C2 -3.73683 -5.49958 2.89772
C3 -4.10828 -4.36528 1.91480
C4 -2.89678 -3.59215 1.35359
C5 -3.05027 -3.21148 -0.12245
C6 -3.01157 -4.42670 -1.07036
C7 -2.26925 -4.16313 -2.38539
C8 -2.80477 -2.95872 -3.19645
C9 -1.71341 -2.03694 -3.73798
C10 -1.08260 -1.10556 -2.70351
C11 -2.08404 -0.11874 -2.06828
C12 -1.46105 1.22486 -1.67597
C13 -0.76138 1.28062 -0.32083
C14 0.67678 0.77584 -0.42853
N1 1.61905 1.39231 0.54275
C15 1.87031 0.83566 1.73966
N2 0.82538 0.72482 2.63411
C16 0.60662 1.95058 3.44611
C17 -0.12408 3.05117 2.67715
C18 0.04911 4.42132 3.32169
Cl1 -1.85871 2.63139 2.52909
N3 3.09093 0.45943 2.05927
O1 3.30248 0.10617 3.37229
C19 3.56095 -1.31047 3.53174
C20 2.36026 -2.19944 3.26050
C21 4.27215 0.48896 1.15576
C22 5.54793 0.80801 1.94249
C23 4.34530 -0.80404 0.30782
C24 4.15635 -0.56697 -1.20200
C25 3.61331 -1.80913 -1.93334
H1 -3.27187 -7.62643 2.67201
H2 -5.00318 -7.25310 2.69862
H3 -4.04907 -6.89199 1.25057
H4 -2.67878 -5.42571 3.16821
H5 -4.30815 -5.36205 3.81958
H6 -4.75536 -3.65114 2.43155
H7 -4.67263 -4.78396 1.07566
H8 -1.97792 -4.18296 1.46763
H9 -2.75531 -2.67238 1.93383
H10 -3.96521 -2.62486 -0.26345
H11 -2.21779 -2.54833 -0.39623
H12 -4.01948 -4.79660 -1.28601
H13 -2.49170 -5.23504 -0.53911
H14 -1.19796 -4.04251 -2.17513
H15 -2.35466 -5.06420 -3.00145
H16 -3.53849 -2.39607 -2.61050
H17 -3.34949 -3.35072 -4.06208
H18 -2.14147 -1.39974 -4.52265
H19 -0.92723 -2.63375 -4.21439
H20 -0.59990 -1.69474 -1.90905
H21 -0.28688 -0.52954 -3.19503
H22 -2.93115 0.05134 -2.73839
H23 -2.47283 -0.57280 -1.14966
H24 -2.27056 1.96200 -1.63891
H25 -0.75658 1.57841 -2.43923
H26 -0.70045 2.32989 -0.01577
H27 -1.30617 0.75551 0.46772
H28 0.73107 -0.31477 -0.36176
H29 1.06584 1.09852 -1.39794
H30 2.44984 1.75474 0.09994
H31 0.93970 -0.09748 3.20911
H32 -0.03299 1.65096 4.27800
H33 1.55854 2.33613 3.82687
H34 0.25119 3.10896 1.65433
H35 1.12179 4.58287 3.46590
H36 -0.33953 5.18276 2.64527
H37 -0.47029 4.47454 4.28002
H38 3.86087 -1.38642 4.57844
H39 4.42401 -1.60716 2.92931
H40 2.67044 -3.23838 3.40327
H41 1.98795 -2.11592 2.23507
H42 1.55390 -2.01344 3.97603
H43 4.16094 1.32093 0.45880
H44 5.61209 0.26347 2.88350
H45 5.60200 1.87527 2.16921
H46 6.40833 0.54032 1.32707
H47 3.59626 -1.52646 0.64654
H48 5.31884 -1.27951 0.46922
H49 5.11256 -0.27838 -1.64891
H50 3.46898 0.27554 -1.35115
H51 3.74897 -2.71142 -1.32860
H52 4.13110 -1.98135 -2.87783
H53 2.54416 -1.71950 -2.14356
C26 -0.75180 6.17024 -3.42027
C27 0.05533 5.14337 -2.95152
C28 -0.10458 4.67286 -1.65617
C29 -1.07241 5.22283 -0.82657
C30 -1.88009 6.24967 -1.29602
C31 -1.71834 6.72363 -2.59109
H54 -0.62741 6.53945 -4.42980
H55 0.80824 4.70773 -3.59728
H56 0.52884 3.87064 -1.29078
H57 -1.20200 4.85059 0.18370
H58 -2.63680 6.67965 -0.65281
H59 -2.34696 7.52576 -2.95479
C32 4.69893 7.31113 0.98036
C33 4.33603 5.99379 0.73591
C34 2.99353 5.65086 0.65959
C35 2.01503 6.62265 0.82045
C36 2.37755 7.93985 1.06133
C37 3.72046 8.28235 1.14423
H60 5.74494 7.58214 1.03919
H61 5.10097 5.23942 0.59761
H62 2.70628 4.62305 0.46344
H63 0.96838 6.35205 0.74790
H64 1.61554 8.69850 1.18273
H65 4.00535 9.30892 1.33361
C38 5.49594 2.75265 -2.06337
C39 6.18632 3.48408 -3.01963
C40 5.61063 4.61967 -3.57356
C41 4.34668 5.02936 -3.17038
C42 3.65570 4.30072 -2.21356
C43 4.23216 3.16398 -1.66475
H66 5.94613 1.86660 -1.63133
H67 7.17336 3.17001 -3.33245
H68 6.14945 5.18739 -4.32056
H69 3.90058 5.91709 -3.59942
H70 2.67303 4.62043 -1.89249
H71 3.68975 2.59542 -0.91514
C44 -8.63176 -9.69897 0.71925
C45 -7.27669 -9.91907 0.51277
C46 -6.46000 -8.87667 0.09758
C47 -6.99770 -7.61328 -0.10645
C48 -8.35202 -7.39244 0.10149
C49 -9.16960 -8.43628 0.51269
H72 -9.26909 -10.51243 1.04100
H73 -6.85742 -10.90365 0.67528
H74 -5.40368 -9.04932 -0.06623
H75 -6.36021 -6.79841 -0.42765
H76 -8.77121 -6.40701 -0.05719
H77 -10.22653 -8.26562 0.67160

Here are the Löwdin charges for atoms 1 to 2, given in e: number 1, C, carries -0.10; number 2, C, carries -0.25



11.
Formula: C5H8
Source: OMol25
Level of theory: wB97M-V/def2-TZVPD

Computed properties:
Largest force on an atom in eV/A: 0.4
2S+1: 1
E_LUMO in eV: 0.931
Orbital gap in eV: 9.250
E_tot in eV: -5310.148

Cartesian coordinates (Å):
C1 0.65218 0.91711 -0.78066
C2 0.87759 0.21736 0.58077
C3 -1.21786 -1.40843 1.11823
C4 -0.44155 -0.53028 0.37409
C5 -0.78401 0.33909 -0.83934
H1 1.29354 0.50566 -1.56468
H2 0.73864 2.00569 -0.77841
H3 1.77322 -0.40063 0.69303
H4 0.79315 0.87659 1.45043
H5 -0.58933 -1.69350 1.98618
H6 -0.43326 -1.73825 0.06232
H7 -1.10895 -0.14799 -1.76300
H8 -1.55336 1.05759 -0.53896

Here are the Löwdin charges for atoms 1 to 2, given in e: number 1, C, carries -0.17; number 2, C, carries -0.13



12.
Formula: CH14NO4
Source: OMol25
Level of theory: wB97M-V/def2-TZVPD

Computed properties:
Largest force on an atom in eV/A: 3.7
2S+1: 1
Total charge: +1
E_LUMO in eV: -3.004
Orbital gap in eV: 11.972
E_tot in eV: -10938.047

Cartesian coordinates (Å):
C1 -1.13633 1.38326 0.19234
N1 -0.43344 0.06839 0.02362
H1 -1.33646 1.52934 1.24803
H2 -2.09575 1.22674 -0.30175
H3 -0.50460 2.18852 -0.15566
H4 -0.73225 -0.59006 0.75123
H5 -0.20665 -0.40646 -0.84642
H6 0.50948 0.25935 0.39583
H7 -2.89266 -1.78313 1.47012
H8 -3.18359 -0.59189 2.11639
O1 -2.70031 -0.85188 1.31528
H9 2.11543 -0.63312 -4.80108
H10 1.61300 -1.20311 -3.51724
O2 1.63956 -0.37292 -4.00070
H11 2.51328 2.05324 -1.43516
H12 1.93876 0.83343 -1.98872
O3 1.96766 1.31781 -1.14084
H13 0.36156 -1.80829 3.87397
H14 1.70114 -1.24705 3.63168
O4 0.86217 -1.37219 3.16907

Here are the Löwdin charges for atoms 1 to 2, given in e: number 1, C, carries -0.01; number 2, N, carries 0.12